{
  "formula": "C5H13N2",
  "method": "wB97M-V/def2-TZVPD",
  "elements": ["C", "N", "C", "C", "C", "C", "N", "H", "H", "H", "H", "H", "H", "H", "H", "H", "H", "H", "H", "H"],
  "xyz": [[0.20888, -0.90498, -2.38905], [-0.64225, -0.09677, -1.51300], [-0.22355, 1.19040, -0.96581], [-0.14485, 1.52384, 0.34810], [-0.55840, 0.59497, 1.54813], [0.53315, -0.29230, 1.99736], [0.66483, -1.35411, 1.02590], [0.20890, -1.99412, -2.16495], [-0.06111, -0.63424, -3.39307], [1.25646, -0.44963, -2.30720], [-1.66325, -0.34660, -1.66458], [-0.05349, 1.87950, -1.85527], [-0.21055, 2.60371, 0.68727], [-1.59917, 0.15588, 1.26975], [-0.70202, 1.24992, 2.41216], [1.43955, 0.31949, 2.12695], [0.19309, -0.84968, 2.81523], [0.38340, -2.19795, 1.55238], [1.65960, -1.35386, 0.62061], [0.09912, -0.89781, 0.07807]],
  "forces_ev_per_angstrom": [[1.8, 1.9, 0.1], [-0.9, -1.9, 2.7], [-0.5, 0.4, -1.5], [-1.8, 0.3, 0.0], [-1.9, 2.0, -1.2], [-0.3, 0.9, -0.1], [1.8, 0.9, -4.1], [-0.1, 0.8, -0.2], [-0.1, -0.7, -0.8], [-1.1, -1.1, 0.1], [1.7, 1.2, 0.6], [0.1, -0.2, 1.8], [1.0, -1.2, -1.0], [1.9, 0.1, 0.8], [-0.4, 0.1, -0.3], [-0.2, -0.7, 0.2], [0.1, 0.1, 2.2], [0.2, -0.1, -1.7], [-1.6, -0.9, 1.1], [0.2, -2.1, 1.5]],
  "mulliken_charge": [-0.88, -0.44, -0.05, -0.44, -0.83, -0.48, -0.26, 0.30, 0.39, 0.31, 0.23, 0.37, 0.32, 0.31, 0.37, 0.33, 0.34, 0.35, 0.40, 0.32],
  "lumo_ev": -3.3,
  "total_charge": 1,
  "de_lowest_ev": 3.887,
  "max_force_ha_per_bohr": 0.0896,
  "homo_lumo_gap_ev": 9.7442,
  "smiles": "CN/C=C\\CC[NH3+]",
  "multiplicity": 1
}

{
  "formula": "C5H13N2",
  "method": "wB97M-V/def2-TZVPD",
  "elements": ["N", "C", "N", "H", "H", "H", "H", "H", "C", "C", "C", "C", "H", "H", "H", "H", "H", "H", "H", "H"],
  "xyz": [[-1.81248, 1.32633, 0.70728], [-2.54238, 0.36847, 0.17848], [-3.16614, -0.55595, 0.85570], [-1.39591, 1.23570, 1.62327], [-1.19424, 1.77521, 0.04268], [-2.69883, 0.42239, -0.89449], [-3.65256, -1.24629, 0.30198], [-3.27276, -0.61604, 1.85627], [1.71434, 0.06441, -0.95356], [1.60723, -0.63871, 0.17007], [0.27895, -0.99987, 0.78708], [2.98630, 0.57534, -1.54978], [0.78664, 0.40278, -1.41547], [2.52058, -0.90669, 0.70108], [0.29118, -2.07508, 0.97997], [0.15085, -0.47107, 1.72492], [-0.52808, -0.83878, 0.08497], [3.81371, 0.11699, -1.01054], [3.01395, 1.66871, -1.56047], [3.09964, 0.39211, -2.62944]],
  "forces_ev_per_angstrom": [[0.5, -0.2, -0.6], [-0.2, 0.7, 0.8], [-0.4, -0.3, -0.9], [-0.3, 0.0, 0.2], [-0.2, 0.4, 0.1], [0.1, -0.3, 0.0], [-0.2, 0.0, 0.2], [0.4, 0.1, 0.1], [-0.2, 0.4, 0.1], [0.0, 0.5, -0.3], [1.1, -0.9, -0.4], [-0.1, -0.1, -0.6], [0.0, -0.1, -0.2], [-0.2, -0.1, 0.0], [-0.2, 0.0, 0.3], [-0.3, 0.0, 0.3], [0.0, 0.2, -0.1], [0.3, 0.4, -0.1], [0.1, 0.0, 0.6], [-0.2, -0.6, 0.3]],
  "mulliken_charge": [-0.34, 0.05, -0.24, 0.31, 0.30, 0.36, 0.26, 0.25, 0.04, -0.09, -0.87, -1.18, 0.21, 0.30, 0.39, 0.23, 0.12, 0.31, 0.28, 0.32],
  "lumo_ev": -4.1,
  "total_charge": 1,
  "de_lowest_ev": 1.843,
  "max_force_ha_per_bohr": 0.0296,
  "homo_lumo_gap_ev": 8.2375,
  "multiplicity": 1
}

{
  "formula": "C5H13N2",
  "method": "wB97M-V/def2-TZVPD",
  "elements": ["C", "C", "N", "C", "C", "C", "N", "H", "H", "H", "H", "H", "H", "H", "H", "H", "H", "H", "H", "H"],
  "xyz": [[0.94478, 1.51130, -1.09863], [0.63776, 0.20202, -1.15335], [1.64347, -0.79413, -1.00088], [-0.73955, -0.27614, -0.78463], [-1.02219, -0.49125, 0.70479], [-1.80932, 0.61974, 1.36509], [0.38101, -0.60894, 1.44008], [0.41533, 2.15576, -0.41650], [1.82698, 1.86787, -1.60450], [1.41734, -1.69030, -1.42621], [2.52094, -0.48687, -1.41368], [-0.95287, -1.21975, -1.30488], [-1.50939, 0.33927, -1.24900], [-1.51073, -1.43997, 0.91484], [-1.39018, 1.61256, 1.19992], [-2.01818, 0.41288, 2.41257], [-2.77818, 0.60802, 0.85827], [0.38815, 0.33086, 1.83992], [0.19868, -1.18508, 2.25626], [1.15310, -0.70852, 0.74591]],
  "forces_ev_per_angstrom": [[0.3, -0.9, -0.4], [-0.2, 0.8, 1.8], [-0.1, -0.2, -1.6], [-0.7, -0.9, -0.6], [1.0, -0.1, 0.4], [-0.6, -0.3, -0.5], [-2.7, 1.9, 0.4], [-0.8, 0.6, -1.0], [0.6, 0.1, 0.6], [-0.1, 0.0, -0.1], [0.2, 0.0, 0.4], [0.5, -0.1, 0.1], [0.2, 0.5, 0.4], [0.0, -0.1, -0.2], [0.2, 0.0, 0.2], [0.2, 0.2, 0.1], [0.0, 0.2, 0.1], [0.9, 0.0, 0.0], [1.0, -0.8, -0.3], [0.3, -0.9, 0.3]],
  "mulliken_charge": [-0.91, 0.37, -0.50, -0.90, 0.15, -1.51, -0.23, 0.17, 0.32, 0.21, 0.27, 0.35, 0.45, 0.35, 0.40, 0.44, 0.39, 0.40, 0.38, 0.39],
  "lumo_ev": -3.1,
  "total_charge": 1,
  "de_lowest_ev": 2.308,
  "max_force_ha_per_bohr": 0.0652,
  "homo_lumo_gap_ev": 9.5831,
  "smiles": "C=C(N)C[C@H](C)[NH3+]",
  "multiplicity": 1
}

{
  "formula": "C5H13N2",
  "method": "wB97M-V/def2-TZVPD",
  "elements": ["C", "C", "C", "N", "H", "H", "H", "H", "H", "H", "H", "C", "C", "N", "H", "H", "H", "H", "H", "H"],
  "xyz": [[1.68303, 2.10188, 1.02776], [1.07083, 1.36522, -0.13405], [-1.03766, 1.12482, 1.05209], [-0.22214, 0.68648, 0.18885], [2.66916, 2.41537, 0.73382], [1.11879, 2.99127, 1.27459], [1.78334, 1.47687, 1.90330], [1.73914, 0.60603, -0.53036], [0.83789, 2.05990, -0.93988], [-0.81369, 1.99237, 1.67083], [-1.99669, 0.65469, 1.18786], [-0.88047, -2.44990, -1.04320], [-0.57163, -2.73619, 0.30348], [-0.82918, -1.13988, -1.56884], [-1.18894, -3.22087, -1.73358], [-0.51620, -3.76697, 0.61815], [-0.42688, -1.93493, 1.02169], [-0.53787, -0.18773, -0.67178], [-0.13537, -1.09924, -2.33302], [-1.74544, -0.93918, -2.02773]],
  "forces_ev_per_angstrom": [[-0.2, 0.0, -0.1], [-0.4, 0.0, 0.2], [0.2, 0.3, 0.2], [-0.1, -0.5, -1.4], [0.4, 0.2, -0.1], [-0.1, 0.2, 0.1], [0.0, -0.2, 0.3], [0.1, -0.2, 0.0], [0.0, 0.0, -0.2], [0.1, -0.1, 0.0], [-0.3, -0.2, 0.0], [0.2, 0.3, -0.1], [0.0, 0.2, -0.3], [-0.7, -0.7, -0.5], [-0.3, -0.5, 0.0], [0.1, -0.2, 0.1], [0.0, -0.1, 0.0], [0.5, 1.6, 1.9], [0.0, 0.1, 0.0], [0.5, -0.2, -0.1]],
  "mulliken_spin": [0.00, 0.00, 0.00, 0.01, 0.00, 0.00, 0.00, 0.00, 0.00, 0.00, 0.00, 0.45, 0.38, 0.01, 0.02, 0.03, 0.04, 0.01, 0.02, 0.02],
  "lumo_ev": [-10.2, -13.9],
  "total_charge": 2,
  "de_lowest_ev": 4.141,
  "max_force_ha_per_bohr": 0.0497,
  "homo_lumo_gap_ev": [9.0813, 5.3501],
  "s2": 0.7521,
  "multiplicity": 2
}

{
  "formula": "C5H13N2O",
  "method": "wB97M-V/def2-TZVPD",
  "elements": ["C", "C", "C", "O", "N", "C", "C", "N", "H", "H", "H", "H", "H", "H", "H", "H", "H", "H", "H", "H", "H"],
  "xyz": [[0.53796, 1.00204, -1.23758], [-0.78554, 0.99936, -0.45113], [-1.27855, 2.61041, -0.22217], [-0.26130, 3.36892, -0.55177], [-0.78171, 0.12466, 0.80690], [0.49406, -0.67585, 1.12196], [0.10700, -2.20780, 0.50153], [1.29613, -3.05825, 0.23864], [0.36435, 1.34103, -2.22925], [1.19705, 1.75578, -0.78532], [0.77464, -0.08360, -1.21968], [-1.49857, 0.48600, -1.06948], [-1.72397, 2.62267, 0.76543], [-2.12919, 2.67081, -0.83111], [-0.98753, 0.80492, 1.62657], [1.29766, -0.33849, 0.38923], [0.78562, -0.76873, 2.16128], [-0.69987, -2.58968, 1.12371], [-0.45308, -2.00008, -0.50342], [1.80240, -2.92216, -0.62773], [1.94245, -3.14199, 0.99338]],
  "forces_ev_per_angstrom": [[-1.0, -0.7, 1.5], [-0.2, 0.5, 0.6], [2.6, -2.8, -0.5], [0.2, 1.5, 0.5], [1.2, 1.6, 2.6], [-2.0, -1.4, -4.1], [0.8, 2.9, -1.3], [-1.4, -0.5, 0.0], [-0.3, 0.2, -0.9], [0.3, -0.6, 0.1], [0.8, 0.8, -0.6], [-0.7, -0.1, -0.6], [0.0, 0.2, 1.6], [-1.9, 0.3, -1.7], [0.6, -1.4, -1.7], [-0.5, -0.3, 1.9], [-0.1, 0.3, 0.1], [0.5, -0.7, 0.3], [1.3, -0.3, 1.7], [-0.4, 0.4, 0.2], [0.2, 0.2, 0.5]],
  "mulliken_charge": [-1.50, 0.19, -0.50, -0.88, -0.34, -0.59, -0.44, -0.56, 0.39, 0.28, 0.47, 0.18, 0.25, 0.22, 0.23, 0.22, 0.38, 0.39, 0.19, 0.23, 0.19],
  "lumo_ev": 3.7,
  "total_charge": -1,
  "de_lowest_ev": 2.712,
  "max_force_ha_per_bohr": 0.0921,
  "homo_lumo_gap_ev": 6.1293,
  "smiles": "C[C@H](C[O-])NCCN",
  "multiplicity": 1
}

{
  "formula": "C5H13N2O",
  "method": "wB97M-V/def2-TZVPD",
  "elements": ["C", "C", "C", "C", "N", "N", "C", "O", "H", "H", "H", "H", "H", "H", "H", "H", "H", "H", "H", "H", "H"],
  "xyz": [[-0.88998, 1.43371, 1.28816], [-0.56809, 0.22187, 0.39398], [0.78270, -0.42445, 0.79109], [2.04659, 0.23386, 0.19164], [2.13366, 0.26065, -1.26643], [-1.63153, -0.74015, 0.21069], [-1.50039, -1.42599, -1.32807], [-0.30968, -1.81472, -1.61975], [0.00103, 1.72826, 1.85487], [-1.70056, 1.29965, 2.00771], [-1.09646, 2.30637, 0.65927], [-0.32931, 0.68169, -0.58092], [0.86197, -0.38055, 1.88720], [0.71873, -1.45988, 0.45479], [2.85023, -0.37277, 0.62672], [2.16222, 1.23674, 0.61221], [1.75201, -0.62881, -1.59849], [1.45368, 0.93314, -1.59425], [-2.53477, -0.25648, 0.16237], [-1.93078, -0.62693, -2.00160], [-2.27127, -2.20520, -1.15120]],
  "forces_ev_per_angstrom": [[0.3, 0.3, -0.1], [0.8, 0.7, -0.7], [-0.8, 0.0, 0.0], [-0.6, -0.6, 0.8], [0.1, -0.2, 0.2], [-0.1, -0.4, -0.8], [-0.3, 0.5, 1.6], [0.5, -0.1, -0.2], [0.0, -0.1, 0.1], [-0.1, -0.2, -0.1], [-0.4, 0.0, 0.1], [-0.2, 0.0, -0.2], [0.1, -0.3, 0.0], [0.1, 0.0, 0.1], [0.3, 0.2, -0.3], [0.1, 0.2, -0.2], [-0.1, 0.1, 0.0], [-0.1, 0.1, -0.1], [0.3, 0.0, 0.1], [0.0, 0.0, 0.2], [-0.2, -0.2, -0.4]],
  "mulliken_charge": [-1.47, 1.05, -1.15, -0.61, -0.78, -0.74, -0.41, -0.74, 0.33, 0.42, 0.32, -0.11, 0.37, 0.45, 0.31, 0.32, 0.37, 0.35, 0.24, 0.21, 0.27],
  "lumo_ev": 4.0,
  "total_charge": -1,
  "de_lowest_ev": 0.759,
  "max_force_ha_per_bohr": 0.0330,
  "homo_lumo_gap_ev": 7.0396,
  "smiles": "C[C@@H](CCN)NC[O-]",
  "multiplicity": 1
}

{
  "formula": "C5H13N2O",
  "method": "wB97M-V/def2-TZVPD",
  "elements": ["C", "O", "C", "C", "C", "C", "N", "N", "H", "H", "H", "H", "H", "H", "H", "H", "H", "H", "H", "H", "H"],
  "xyz": [[2.44268, -1.25986, -0.41218], [3.67846, -0.51032, -0.32859], [1.23172, -0.38929, -0.69810], [0.69591, 0.34475, 0.55284], [-0.77410, 0.63242, 0.40542], [-1.67926, -0.25820, 0.79094], [-3.12072, -0.07919, 0.51712], [-1.03151, 1.88399, -0.11997], [2.36796, -1.70637, 0.56793], [2.57619, -2.02956, -1.17273], [3.72470, 0.05158, -1.11077], [1.46327, 0.30593, -1.51102], [0.45501, -1.05338, -1.07087], [1.25704, 1.25457, 0.75290], [0.92657, -0.28913, 1.40110], [-1.47180, -1.14280, 1.36647], [-3.63350, 0.18638, 1.38255], [-3.34187, 0.65228, -0.21874], [-3.53543, -0.94577, 0.09810], [-0.28591, 2.23993, -0.70155], [-1.94542, 2.11204, -0.49083]],
  "forces_ev_per_angstrom": [[1.1, 0.8, -0.2], [-0.5, 0.0, 0.0], [0.0, -0.1, 0.2], [0.4, -0.3, -0.3], [0.4, 0.6, 0.2], [-0.6, -0.2, 0.0], [0.2, 0.0, -0.1], [0.3, -0.1, -0.3], [-0.2, -0.4, 0.2], [-0.2, -0.1, 0.0], [0.1, -0.1, 0.1], [0.0, 0.0, 0.0], [-0.2, 0.0, 0.0], [-0.1, 0.2, -0.1], [-0.4, -0.2, 0.3], [0.3, 0.0, -0.2], [-0.3, -0.1, -0.1], [0.1, 0.1, 0.1], [-0.1, 0.0, 0.3], [-0.1, 0.1, 0.1], [-0.1, -0.2, 0.1]],
  "mulliken_spin": [0.01, 0.00, 0.01, -0.14, 0.82, 0.09, 1.47, 0.23, 0.00, 0.00, 0.00, 0.02, -0.01, -0.01, -0.01, 0.03, -0.54, -0.23, -0.60, -0.05, -0.08],
  "lumo_ev": [0.8, 0.7],
  "total_charge": 0,
  "de_lowest_ev": 2.508,
  "max_force_ha_per_bohr": 0.0265,
  "homo_lumo_gap_ev": [4.5388, 9.7178],
  "s2": 0.7505,
  "multiplicity": 2
}

{
  "formula": "C5H13N2O",
  "method": "wB97M-V/def2-TZVPD",
  "elements": ["N", "C", "C", "O", "C", "C", "C", "N", "H", "H", "H", "H", "H", "H", "H", "H", "H", "H", "H", "H", "H"],
  "xyz": [[-0.95800, -1.14524, 2.41393], [-0.73737, -0.22066, 1.32197], [-1.94696, -0.00877, 0.39559], [-2.53599, 1.26411, 0.71729], [0.48492, -0.70763, 0.53665], [0.97149, 0.22104, -0.53331], [1.85637, -0.12754, -1.43929], [2.31315, 0.92490, -2.43158], [-1.28496, -0.65972, 3.24785], [-1.59648, -1.89119, 2.16182], [-0.55767, 0.76652, 1.74624], [-1.58401, 0.09925, -0.62838], [-2.66913, -0.81541, 0.54629], [-3.49538, 1.18757, 0.68174], [0.22379, -1.66388, 0.09406], [1.27858, -0.93246, 1.24818], [0.57076, 1.23882, -0.55946], [2.38690, -1.05600, -1.58176], [2.93025, 1.57992, -1.95119], [2.84845, 0.51085, -3.19251], [1.50129, 1.43553, -2.79415]],
  "forces_ev_per_angstrom": [[-0.1, 0.2, 0.5], [-0.2, 0.1, -0.2], [0.2, 1.1, 0.4], [-0.2, -0.5, 0.2], [-0.2, 0.0, 0.2], [-0.2, -0.1, 0.2], [0.5, 0.5, -0.7], [-0.2, -0.3, 0.6], [-0.1, -0.4, -0.3], [0.0, 0.1, 0.2], [0.3, 0.1, 0.0], [-0.3, -0.6, -0.3], [0.1, 0.0, -0.4], [0.1, 0.1, 0.0], [0.0, -0.3, -0.2], [0.1, 0.2, 0.0], [0.0, -0.1, 0.1], [-0.2, -0.1, 0.2], [0.0, 0.2, -0.1], [-0.2, 0.0, -0.2], [0.3, -0.1, -0.1]],
  "mulliken_charge": [-0.66, 0.08, -0.49, -0.53, -1.08, -0.31, -0.23, -0.30, 0.28, 0.24, 0.43, 0.25, 0.37, 0.31, 0.35, 0.42, 0.38, 0.39, 0.37, 0.36, 0.38],
  "lumo_ev": -3.7,
  "total_charge": 1,
  "de_lowest_ev": 2.462,
  "max_force_ha_per_bohr": 0.0224,
  "homo_lumo_gap_ev": 8.4797,
  "smiles": "N[C@H](CO)C/C=C/[NH3+]",
  "multiplicity": 1
}